(1)
{"formula": "CH2N2O3S2", "method": "the ωB97M-V functional and the def2-TZVPD basis", "lumo_ev": 0.1, "homo_lumo_gap_ev": 9.51, "e_tot_ha": -1170.8309, "fmax_ev_per_a": 4.67, "relative_energy_kcal_mol": 19.6, "elements": ["C", "N", "N", "O", "O", "O", "S", "S", "H", "H"], "positions_angstrom": [[-1.193, 0.171, 0.541], [-0.498, 1.233, 0.138], [0.186, -0.941, 0.498], [-2.265, -0.122, 0.868], [2.033, 0.737, 0.903], [1.427, 0.497, -1.511], [-0.171, -2.345, -0.274], [1.086, 0.384, -0.118], [-0.760, 2.177, 0.456], [0.155, -1.792, -1.502]]}


(2)
{"formula": "CH3BrFO2P", "method": "the ωB97M-V functional and the def2-TZVPD basis", "s_squared": 2.01, "lumo_ev": [0.6, -3.7], "homo_lumo_gap_ev": [5.91, 7.17], "multiplicity": 3, "e_tot_ha": -3205.5031, "fmax_ev_per_a": 3.81, "relative_energy_kcal_mol": 44.5, "elements": ["C", "O", "O", "F", "P", "Br", "H", "H", "H"], "positions_angstrom": [[-1.104, -0.095, -0.073], [-1.302, 1.229, -0.369], [0.204, -0.373, 0.376], [2.154, -1.657, 0.670], [1.495, -0.793, -0.520], [2.752, 1.001, -0.245], [-1.324, -0.659, -0.984], [-1.122, 1.788, 0.401], [-1.752, -0.440, 0.745]]}


(3)
{"formula": "C2H6IOPS", "method": "the ωB97M-V functional and the def2-TZVPD basis", "lumo_ev": [-0.6, -0.6], "homo_lumo_gap_ev": [7.40, 7.40], "e_tot_ha": -1192.1577, "fmax_ev_per_a": 3.82, "relative_energy_kcal_mol": 40.7, "elements": ["C", "C", "O", "P", "S", "I", "H", "H", "H", "H", "H", "H"], "positions_angstrom": [[1.037, -1.105, -0.268], [1.679, 0.064, -0.828], [1.340, 1.228, -0.539], [-2.573, 1.046, 1.385], [2.109, 2.592, -0.963], [-3.283, 0.047, -0.703], [1.210, -1.161, 0.781], [-0.097, -0.924, -0.369], [1.232, -2.059, -0.657], [-1.523, 0.117, 1.654], [2.379, -0.203, -1.685], [-3.510, 0.357, 2.192]]}


(4)
{"formula": "C4H10O2", "method": "the ωB97M-V functional and the def2-TZVPD basis", "lumo_ev": [0.5, 0.6], "homo_lumo_gap_ev": [8.17, 8.11], "e_tot_ha": -308.7402, "fmax_ev_per_a": 0.91, "relative_energy_kcal_mol": 99.1, "elements": ["C", "O", "C", "C", "C", "O", "H", "H", "H", "H", "H", "H", "H", "H", "H", "H"], "positions_angstrom": [[-1.911, 0.829, 0.319], [-1.175, -0.241, 0.293], [-0.253, -0.580, -0.558], [1.360, 1.851, 0.635], [0.416, -1.887, -0.355], [-0.099, -2.941, -1.167], [-1.840, 1.541, -0.496], [-2.616, 0.885, 1.133], [0.287, 1.711, 0.809], [-0.104, 0.063, -1.421], [1.658, 2.820, 1.041], [1.571, 1.826, -0.437], [1.921, 1.055, 1.130], [1.473, -1.813, -0.629], [0.365, -2.148, 0.713], [-1.051, -2.972, -1.009]]}


(5)
{"formula": "C24H31F9N2O5", "method": "the ωB97M-V functional and the def2-TZVPD basis", "smiles": "CCO[C@H]1[C@@H](Cc2ccc(C)cc2)OC(=O)[C@@H]1C(F)(F)C(F)(F)C(F)(F)C(F)(F)F.CN(C)C=O.CN(C)C=O", "lumo_ev": 0.4, "homo_lumo_gap_ev": 9.11, "e_tot_ha": -2317.5506, "fmax_ev_per_a": 3.07, "relative_energy_kcal_mol": 40.8, "elements": ["C", "C", "O", "C", "C", "C", "C", "C", "C", "C", "C", "C", "C", "O", "C", "O", "C", "C", "F", "F", "C", "F", "F", "C", "F", "F", "C", "F", "F", "F", "H", "H", "H", "H", "H", "H", "H", "H", "H", "H", "H", "H", "H", "H", "H", "H", "H", "C", "O", "N", "C", "C", "H", "H", "H", "H", "H", "H", "H", "C", "O", "N", "C", "C", "H", "H", "H", "H", "H", "H", "H"], "positions_angstrom": [[1.833, -1.224, 4.945], [1.269, -2.034, 3.687], [0.669, -1.072, 2.806], [0.996, -1.275, 1.450], [-0.184, -1.522, 0.409], [-1.605, -1.878, 0.940], [-2.578, -0.694, 1.163], [-3.547, -0.844, 2.257], [-4.543, 0.177, 2.540], [-4.645, 1.413, 1.764], [-5.739, 2.496, 2.034], [-3.669, 1.550, 0.684], [-2.670, 0.526, 0.395], [-0.019, -0.643, -0.725], [1.322, -0.249, -0.681], [2.015, -0.107, -1.632], [1.812, -0.047, 0.822], [3.369, -0.170, 1.001], [3.592, -0.274, 2.365], [3.851, -1.350, 0.451], [4.176, 1.032, 0.332], [4.816, 0.486, -0.770], [3.340, 1.995, -0.193], [5.316, 1.630, 1.232], [6.119, 2.431, 0.449], [6.140, 0.624, 1.678], [4.823, 2.487, 2.472], [5.522, 3.663, 2.466], [5.135, 1.897, 3.666], [3.490, 2.729, 2.492], [2.951, -1.335, 4.988], [1.344, -1.611, 5.867], [1.643, -0.139, 4.764], [0.551, -2.828, 4.036], [2.147, -2.575, 3.255], [1.710, -2.122, 1.237], [0.150, -2.512, -0.028], [-2.062, -2.686, 0.302], [-1.454, -2.366, 1.945], [-3.581, -1.761, 2.888], [-5.288, 0.020, 3.358], [-5.357, 3.380, 2.592], [-6.139, 2.775, 1.020], [-6.584, 2.004, 2.587], [-3.730, 2.466, 0.045], [-1.991, 0.696, -0.464], [1.489, 0.887, 1.343], [-5.246, -1.820, -1.492], [-5.881, -1.879, -0.459], [-4.900, -2.885, -2.259], [-4.138, -2.734, -3.483], [-5.305, -4.213, -1.840], [-4.888, -0.860, -1.899], [-4.722, -3.124, -4.320], [-3.205, -3.296, -3.397], [-3.906, -1.686, -3.668], [-6.394, -4.254, -1.771], [-4.886, -4.425, -0.854], [-4.956, -4.959, -2.553], [3.118, 3.066, -5.750], [2.002, 2.928, -6.212], [3.492, 2.718, -4.496], [4.844, 2.913, -4.015], [2.507, 2.130, -3.604], [3.942, 3.501, -6.341], [5.267, 1.947, -3.728], [4.825, 3.574, -3.145], [5.469, 3.360, -4.787], [2.120, 1.213, -4.051], [1.679, 2.831, -3.472], [2.954, 1.905, -2.640]]}


(6)
{"formula": "C6H9N", "method": "the ωB97M-V functional and the def2-TZVPD basis", "smiles": "[H]/N=C/C.C#CC=C", "lumo_ev": 0.6, "homo_lumo_gap_ev": 9.45, "e_tot_ha": -288.6348, "fmax_ev_per_a": 3.30, "relative_energy_kcal_mol": 92.4, "elements": ["C", "C", "N", "H", "H", "H", "H", "H", "C", "C", "C", "C", "H", "H", "H", "H"], "positions_angstrom": [[2.690, -0.055, 0.140], [1.339, -0.545, -0.237], [0.853, -1.643, 0.080], [-0.221, -1.665, -0.120], [0.605, 0.277, -0.604], [3.211, -0.809, 0.726], [3.267, 0.167, -0.761], [2.599, 0.867, 0.716], [-1.376, 0.899, -0.311], [-1.349, 1.548, 0.861], [-1.895, -0.461, -0.414], [-2.638, -1.385, -0.658], [-1.393, 1.456, -1.241], [-1.101, 2.592, 0.920], [-1.422, 1.020, 1.799], [-3.170, -2.264, -0.897]]}